1.
C3H11IN3 | the ωB97M-V functional and the def2-TZVPD basis

Each line ends with the natural charge from an NBO analysis.
CARTESIAN COORDINATES (ANGSTROEM)
C1 -1.20 1.89 0.64  -0.443
N1 -0.17 1.01 0.16  -0.519
C2 -0.65 -0.09 -0.68  -0.065
N2 0.50 -0.90 -0.75  -0.498
N3 0.66 -1.53 0.49  -0.538
C3 2.27 -1.25 1.12  -0.368
I1 3.21 0.20 -0.20  0.144
H1 -1.92 1.31 1.16  0.233
H2 -0.77 2.38 1.55  0.245
H3 -1.65 2.50 -0.16  0.248
H4 0.46 0.60 0.89  0.468
H5 0.40 1.51 -0.60  0.453
H6 -1.12 0.26 -1.57  0.230
H7 -1.41 -0.70 -0.16  0.206
H8 0.57 -1.42 -1.58  0.386
H9 0.47 -2.54 0.49  0.385
H10 2.88 -2.23 1.23  0.250
H11 1.97 -0.89 2.01  0.183

As for the gap between HOMO and LUMO: 9.79 eV. The calculation puts the energy above the lowest of the compared OMol25 structures with the same formula, charge and spin at 4.070 eV. The structure (SMILES) is C[NH2+]CNNCI. Its net charge is +1.

2.
C3H11IN3 | the ωB97M-V functional and the def2-TZVPD basis

Each line ends with the natural charge from an NBO analysis.
CARTESIAN COORDINATES (ANGSTROEM)
C1 0.63 -1.81 -1.74  -0.458
N1 -0.08 -1.11 -0.62  -0.502
C2 -0.39 0.32 -1.03  -0.022
N2 -0.78 0.98 0.12  -0.467
N3 0.33 1.15 0.98  -0.519
C3 0.07 0.93 2.45  -0.308
I1 -1.45 2.41 3.23  0.036
H1 1.63 -1.40 -1.96  0.246
H2 0.89 -2.85 -1.51  0.253
H3 0.11 -1.72 -2.71  0.242
H4 0.57 -1.14 0.19  0.452
H5 -0.97 -1.48 -0.38  0.438
H6 -1.10 0.16 -1.72  0.208
H7 0.48 0.61 -1.60  0.187
H8 -1.13 1.88 -0.26  0.385
H9 0.68 2.15 0.92  0.380
H10 0.96 1.05 2.98  0.219
H11 -0.46 -0.12 2.67  0.228

As for the gap between HOMO and LUMO: 9.27 eV. The calculation puts the energy above the lowest of the compared OMol25 structures with the same formula, charge and spin at 3.041 eV. The structure (SMILES) is C[NH2+]CNNCI. Its net charge is +1.

3.
C3H11N2 | the ωB97M-V functional and the def2-TZVPD basis

Each line ends with the natural charge from an NBO analysis.
CARTESIAN COORDINATES (ANGSTROEM)
C1 -1.11 0.75 -0.84  -0.648
C2 -0.43 0.05 0.30  -0.052
N1 -0.29 1.01 1.44  -0.673
C3 0.98 -0.42 -0.08  -0.217
N2 0.85 -1.59 -0.89  -0.844
H1 -0.59 1.68 -1.08  0.219
H2 -1.22 0.17 -1.75  0.260
H3 -2.14 1.06 -0.62  0.241
H4 -0.95 -0.82 0.69  0.241
H5 0.40 0.65 2.11  0.441
H6 0.05 1.92 1.11  0.439
H7 -1.05 1.23 2.09  0.451
H8 1.54 -0.67 0.82  0.196
H9 1.49 0.45 -0.53  0.170
H10 1.74 -2.02 -1.10  0.393
H11 0.26 -1.61 -1.70  0.383

As for the gap between HOMO and LUMO: 9.61 eV. The calculation puts the energy above the lowest of the compared OMol25 structures with the same formula, charge and spin at 0.702 eV. The structure (SMILES) is C[C@H]([NH3+])CN. Its net charge is +1.

4.
C3H11N2 | the ωB97M-V functional and the def2-TZVPD basis

Each line ends with the natural charge from an NBO analysis.
CARTESIAN COORDINATES (ANGSTROEM)
C1 0.91 1.49 -1.80  0.029
N1 1.33 1.23 -0.61  -0.712
H1 1.36 1.33 -2.78  0.195
H2 -0.17 1.72 -1.83  0.163
H3 0.61 -0.51 -0.37  0.481
H4 2.33 1.40 -0.64  0.371
C2 -0.24 0.37 1.57  -0.408
N2 0.00 -0.79 0.57  -0.553
C3 -1.17 -1.54 0.07  -0.442
H5 -1.02 0.85 0.93  0.211
H6 -0.64 -0.16 2.40  0.231
H7 0.65 1.08 1.51  0.291
H8 0.62 -1.49 1.13  0.429
H9 -1.97 -1.86 0.85  0.251
H10 -0.85 -2.32 -0.62  0.244
H11 -1.77 -0.79 -0.39  0.219

As for the gap between HOMO and LUMO: 11.16 eV. The calculation puts the energy above the lowest of the compared OMol25 structures with the same formula, charge and spin at 2.949 eV. Its net charge is +1.

5.
C3H11N2 | the ωB97M-V functional and the def2-TZVPD basis

Each line ends with the natural charge from an NBO analysis.
CARTESIAN COORDINATES (ANGSTROEM)
C1 1.05 0.07 2.62  -0.660
C2 -0.21 0.36 1.75  -0.631
H1 1.80 -0.77 2.32  0.236
H2 0.74 0.13 3.71  0.242
H3 1.41 1.10 2.60  0.220
H4 -1.13 0.90 2.38  0.244
H5 -0.05 1.12 0.93  0.160
H6 -0.66 -0.68 1.35  0.197
N1 -0.15 0.38 -1.22  -0.724
C3 0.05 -0.22 -2.38  0.399
N2 -0.82 -1.05 -2.99  -0.713
H7 -1.13 0.33 -0.78  0.442
H8 0.65 0.56 -0.62  0.455
H9 0.89 0.24 -3.00  0.254
H10 -0.58 -1.31 -3.90  0.428
H11 -1.87 -1.15 -2.75  0.451

As for the gap between HOMO and LUMO: 9.96 eV. The calculation puts the energy above the lowest of the compared OMol25 structures with the same formula, charge and spin at 2.230 eV. Its net charge is +1.

6.
C3H11N2 | the ωB97M-V functional and the def2-TZVPD basis

Each line ends with the Mulliken spin population.
CARTESIAN COORDINATES (ANGSTROEM)
N1 0.70 -1.60 -1.01  0.006
C1 -0.12 -1.17 0.11  0.024
C2 0.38 0.03 0.80  0.024
N2 0.20 1.21 -0.09  0.716
C3 -1.13 1.66 0.22  0.056
H1 1.63 -2.09 -0.62  0.001
H2 0.20 -2.15 -1.60  0.000
H3 1.04 -0.72 -1.55  -0.003
H4 -1.16 -0.93 -0.23  0.002
H5 -0.31 -1.94 0.89  -0.006
H6 -0.07 0.03 1.96  0.032
H7 1.50 -0.03 0.96  0.003
H8 0.81 1.93 0.38  0.013
H9 -1.64 1.37 1.20  0.037
H10 -1.75 1.36 -0.62  0.078
H11 -1.35 2.74 0.14  0.014

As for the gap between HOMO and LUMO (spin up / spin down): 14.47 / 8.05 eV. As for the multiplicity: 2. The calculation puts the energy above the lowest of the compared OMol25 structures with the same formula, charge and spin at 3.156 eV. Its net charge is +2.

7.
C3H11N2O | the ωB97M-V functional and the def2-TZVPD basis

Each line ends with the Mulliken spin population.
CARTESIAN COORDINATES (ANGSTROEM)
C1 -0.46 0.96 2.12  0.019
C2 -0.16 -0.33 1.33  0.032
N1 0.09 -0.04 -0.06  0.147
C3 1.09 0.75 -0.52  0.747
N2 1.33 0.98 -1.88  0.094
H1 -1.19 1.54 1.55  0.001
H2 -1.06 0.64 2.99  0.000
H3 0.29 1.67 2.47  0.000
H4 0.68 -0.91 1.77  -0.026
H5 -0.97 -1.06 1.30  0.019
H6 -0.33 -0.72 -0.70  -0.066
H7 1.58 1.36 0.23  0.044
H8 0.80 0.53 -2.60  -0.005
H9 2.20 1.42 -2.06  -0.014
H10 -0.75 -2.82 -1.75  0.000
H11 -2.04 -2.01 -2.21  0.000
O1 -1.10 -1.94 -1.97  0.008

As for the gap between HOMO and LUMO (spin up / spin down): 4.62 / 8.84 eV. As for the multiplicity: 2. The calculation puts the energy above the lowest of the compared OMol25 structures with the same formula, charge and spin at 0.175 eV.

8.
C3H11N2O | the ωB97M-V functional and the def2-TZVPD basis

Each line ends with the natural charge from an NBO analysis.
CARTESIAN COORDINATES (ANGSTROEM)
C1 0.70 -1.62 -0.58  -0.654
C2 1.60 -0.40 -0.19  -0.217
N1 0.80 0.86 -0.45  -0.519
C3 -0.07 1.35 0.48  0.403
N2 -0.72 2.54 0.37  -0.732
H1 -0.10 -1.34 -1.30  0.213
H2 1.26 -2.36 -1.16  0.243
H3 0.18 -2.19 0.15  0.239
H4 1.77 -0.45 0.90  0.228
H5 2.47 -0.20 -0.93  0.240
H6 1.09 1.27 -1.24  0.410
H7 -0.11 0.72 1.48  0.262
H8 -0.64 3.05 -0.46  0.422
H9 -1.50 2.72 1.09  0.454
H10 -1.92 -1.62 0.01  0.457
H11 -2.80 -1.23 1.15  0.488
O1 -2.03 -1.13 0.67  -0.938

As for the gap between HOMO and LUMO: 11.35 eV. The calculation puts the energy above the lowest of the compared OMol25 structures with the same formula, charge and spin at 2.528 eV. Its net charge is +1.

9.
C3H11N2O | the ωB97M-V functional and the def2-TZVPD basis

Each line ends with the natural charge from an NBO analysis.
CARTESIAN COORDINATES (ANGSTROEM)
C1 -2.34 0.05 -1.16  -0.855
C2 1.50 -0.70 1.24  -0.317
C3 1.47 0.13 -0.02  0.707
N1 0.60 1.09 0.06  -0.694
N2 0.63 0.02 2.18  -0.870
O1 2.23 -0.11 -1.02  -0.571
H1 -1.57 -0.72 -1.41  0.201
H2 -2.08 0.86 -1.72  0.201
H3 -3.34 -0.31 -1.49  0.248
H4 2.50 -0.69 1.65  0.258
H5 1.23 -1.73 0.91  0.254
H6 0.24 1.17 0.97  0.452
H7 0.24 1.64 -0.69  0.430
H8 1.15 -0.04 3.12  0.421
H9 -2.45 0.36 -0.16  0.206
H10 -0.36 -0.32 2.23  0.407
H11 2.01 0.33 -1.83  0.521

As for the gap between HOMO and LUMO: 11.52 eV. The calculation puts the energy above the lowest of the compared OMol25 structures with the same formula, charge and spin at 1.777 eV. Its net charge is +1.

10.
C3H11N2O | the ωB97M-V functional and the def2-TZVPD basis

Each line ends with the natural charge from an NBO analysis.
CARTESIAN COORDINATES (ANGSTROEM)
C1 0.08 1.65 1.83  -0.616
C2 1.10 0.87 0.92  -0.240
N1 -0.03 -2.15 -0.74  -0.725
C3 0.38 -0.92 -0.50  0.377
N2 0.67 -0.49 0.70  -0.489
H1 0.04 1.04 2.74  0.201
H2 -0.93 1.61 1.45  0.227
H3 0.49 2.59 2.19  0.248
H4 2.10 1.08 1.29  0.236
H5 1.02 1.41 -0.02  0.218
H6 -0.20 -2.82 -0.02  0.417
H7 -0.08 -2.53 -1.68  0.437
H8 0.05 -0.12 -1.17  0.275
H9 0.49 -1.07 1.51  0.419
H10 -2.16 0.05 -2.16  0.471
H11 -2.20 1.42 -2.38  0.496
O1 -1.64 0.80 -1.87  -0.952

As for the gap between HOMO and LUMO: 11.24 eV. The calculation puts the energy above the lowest of the compared OMol25 structures with the same formula, charge and spin at 1.341 eV. Its net charge is +1.

11.
C3H11N2O | the ωB97M-V functional and the def2-TZVPD basis

Each line ends with the natural charge from an NBO analysis.
CARTESIAN COORDINATES (ANGSTROEM)
C1 1.38 0.15 -0.44  -0.675
C2 0.00 0.63 -0.10  -0.019
C3 -0.36 1.82 0.44  0.046
N1 0.55 2.77 0.71  -0.757
N2 -0.87 -0.53 0.30  -0.688
H1 1.95 0.92 -0.96  0.257
H2 1.97 -0.09 0.45  0.219
H3 1.32 -0.74 -1.06  0.231
H4 -1.41 2.11 0.39  0.214
H5 1.45 2.41 0.94  0.399
H6 0.31 3.71 0.95  0.421
H7 -0.72 -0.72 1.30  0.420
H8 -1.88 -0.40 0.23  0.441
H9 -0.58 -1.42 -0.12  0.471
H10 -0.75 -3.34 -1.71  0.493
H11 -1.23 -4.09 -0.49  0.501
O1 -1.11 -3.20 -0.82  -0.976

As for the gap between HOMO and LUMO: 9.19 eV. The calculation puts the energy above the lowest of the compared OMol25 structures with the same formula, charge and spin at 1.614 eV. Its net charge is +1.

12.
C3H11N2O | the ωB97M-V functional and the def2-TZVPD basis

Each line ends with the natural charge from an NBO analysis.
CARTESIAN COORDINATES (ANGSTROEM)
C1 1.16 -0.31 -2.43  -0.737
C2 0.16 -0.85 -1.48  0.714
O1 0.07 -0.52 -0.29  -0.746
N1 -0.70 -1.72 -2.01  -0.769
H1 1.59 -1.14 -3.02  0.243
H2 2.04 0.10 -1.96  0.251
H3 -1.40 -2.11 -1.40  0.409
H4 -0.68 -2.00 -2.97  0.416
H5 0.84 0.49 -3.10  0.262
C3 -0.09 1.63 2.56  -0.436
N2 -0.74 0.39 2.05  -0.685
H6 -1.73 0.29 2.28  0.435
H7 -0.23 -0.37 2.51  0.439
H8 -0.61 0.28 1.03  0.489
H9 -0.79 2.41 2.84  0.240
H10 0.67 2.00 1.90  0.244
H11 0.43 1.41 3.49  0.229

As for the gap between HOMO and LUMO: 11.10 eV. The calculation puts the energy above the lowest of the compared OMol25 structures with the same formula, charge and spin at 0.188 eV. Its net charge is +1.

13.
C3H11N2O | the ωB97M-V functional and the def2-TZVPD basis

Each line ends with the Mulliken spin population.
CARTESIAN COORDINATES (ANGSTROEM)
C1 -1.88 -1.01 -0.09  -0.001
N1 -0.88 0.09 -0.30  -0.001
C2 -0.32 0.12 -1.69  0.000
H1 -2.18 -1.00 0.96  0.000
H2 -2.74 -0.86 -0.74  0.000
H3 -1.40 -1.96 -0.34  0.000
H4 -0.11 0.02 0.40  -0.004
H5 -1.33 0.99 -0.11  0.000
H6 0.13 -0.85 -1.91  0.000
H7 0.43 0.90 -1.76  -0.001
H8 -1.14 0.31 -2.40  0.000
C3 2.20 0.91 0.90  -0.027
N2 1.36 0.15 1.65  0.086
O1 2.99 0.45 0.08  0.880
H9 2.08 2.01 1.04  0.067
H10 1.08 0.54 2.55  -0.002
H11 1.69 -0.81 1.75  0.003

As for the gap between HOMO and LUMO (spin up / spin down): 12.10 / 7.68 eV. As for the multiplicity: 2. The calculation puts the energy above the lowest of the compared OMol25 structures with the same formula, charge and spin at 1.636 eV. Its net charge is +2.

14.
C3H11N2O | the ωB97M-V functional and the def2-TZVPD basis

Each line ends with the Mulliken spin population.
CARTESIAN COORDINATES (ANGSTROEM)
N1 0.76 -0.75 -1.07  -0.009
C1 -0.04 -0.60 0.20  0.201
C2 0.81 0.14 1.32  0.037
O1 2.04 -0.39 1.14  0.145
C3 -1.46 0.38 0.03  0.057
N2 -1.22 1.13 -1.20  0.563
H1 0.94 0.22 -1.44  -0.006
H2 0.26 -1.22 -1.87  0.005
H3 1.60 -1.34 -0.91  -0.002
H4 -0.32 -1.55 0.45  -0.002
H5 0.39 -0.04 2.35  0.005
H6 0.91 1.20 0.99  -0.002
H7 2.13 -0.93 1.88  -0.007
H8 -2.29 -0.40 -0.05  0.007
H9 -1.71 0.85 0.87  0.013
H10 -1.99 1.23 -1.76  0.005
H11 -0.81 2.06 -0.92  -0.010

As for the gap between HOMO and LUMO (spin up / spin down): 12.72 / 5.62 eV. As for the multiplicity: 2. The calculation puts the energy above the lowest of the compared OMol25 structures with the same formula, charge and spin at 3.094 eV. Its net charge is +2.